1.
Computed, not measured: 2 unconnected molecules or ions with the total composition C25H47FN3O5PS at a distorted geometry, with ωB97M-V/def2-TZVPD.

```
83
Properties=species:S:1:pos:R:3:mulliken_charge:R:1
C -4.8229 2.5127 -2.7412 -1.7159
C -3.5542 1.7307 -2.3776 0.4098
C -3.4821 0.3524 -3.0434 -1.0310
C -2.7532 -0.7156 -2.2154 0.0055
C -1.2165 -0.6735 -2.3777 -1.2590
C -0.4011 -0.7740 -1.0732 -1.6215
C -0.1084 0.5380 -0.2993 2.6170
C 0.0721 1.7386 -1.2202 -0.2102
C 0.3860 3.0370 -0.5522 0.1933
O -0.1122 3.5070 0.4171 -0.4846
F 1.3216 3.7590 -1.2238 -0.3056
C -1.1917 0.7847 0.7702 -0.9581
O -2.3851 0.7684 0.6280 -0.6321
N -0.6055 1.0509 2.0094 -0.3012
C 0.8195 0.5929 2.1370 2.0299
C 0.7424 -0.6178 3.1319 -1.0639
C -0.4682 -0.6272 4.0698 -0.5144
C -0.2095 -1.6533 5.1909 -0.7428
N -1.3835 -1.8595 6.0378 -0.5770
C 1.5040 1.8056 2.7853 -2.0745
C 2.8630 1.5359 3.4843 -0.8975
C 3.9911 2.4639 3.0034 -1.2827
S 5.0423 2.9150 4.3831 1.4486
O 5.3315 1.7810 5.1936 -0.6247
O 4.4976 4.0475 5.0515 -0.6281
O 6.4229 3.3535 3.6740 -0.5086
C 1.0855 0.1483 0.6600 -1.4506
P 2.7524 0.1977 -0.1635 -0.1689
C 3.4529 1.9178 -0.1459 -1.2043
C 3.9357 -0.7463 0.9187 -0.0489
C 5.2297 -0.9112 0.0936 -1.4416
H -5.7219 1.9649 -2.4654 0.4055
H -4.8319 3.4226 -2.1382 0.4179
H -4.8464 2.8188 -3.7847 0.3604
H -3.5078 1.6751 -1.2933 0.0673
H -2.7165 2.3418 -2.7261 0.1396
H -2.9760 0.4469 -4.0080 0.3189
H -4.4923 0.0172 -3.2849 0.4639
H -3.1060 -1.6725 -2.6118 -0.1612
H -3.0816 -0.6875 -1.1802 0.4719
H -0.9410 -1.5501 -2.9639 0.3828
H -0.9529 0.1829 -2.9991 0.5838
H -0.9261 -1.4658 -0.4139 0.5008
H 0.5402 -1.2555 -1.3358 0.5130
H -0.8856 1.8924 -1.7213 -0.5290
H 0.7968 1.5027 -1.9974 0.5426
H -0.7859 2.0126 2.2634 0.4607
H 0.7278 -1.5619 2.5849 0.4618
H 1.6113 -0.6478 3.7916 0.3888
H -1.3757 -0.9461 3.5647 0.5730
H -0.5938 0.3298 4.5702 0.2432
H 0.5895 -1.2689 5.8266 0.3565
H 0.1278 -2.5934 4.7473 0.2711
H -1.2632 -1.4493 6.9484 0.2627
H -2.2229 -1.5097 5.6020 0.2583
H 0.8377 2.1055 3.5950 0.6873
H 1.5557 2.6708 2.1306 0.6928
H 3.1554 0.4948 3.4243 0.4438
H 2.7462 1.7412 4.5480 0.6155
H 3.5915 3.3859 2.5931 0.5347
H 4.6287 1.9321 2.3004 0.3766
H 6.3060 3.3564 2.7154 0.3771
H 0.9713 -0.9342 0.7284 0.9286
H 4.4779 1.9166 0.2162 0.4636
H 3.5034 2.2584 -1.1767 0.3914
H 2.8755 2.6526 0.4051 0.2705
H 4.2097 -0.1995 1.8187 -0.0768
H 3.5336 -1.7334 1.1286 0.4449
H 5.0422 -1.4339 -0.8409 0.4224
H 5.9586 -1.4719 0.6748 0.4167
H 5.6535 0.0633 -0.1389 0.3027
C -2.5367 -3.8781 -6.0562 -1.1073
C -3.8438 -4.6603 -6.1225 -0.4242
C -4.8715 -4.1879 -5.0887 -0.3724
C -4.3553 -4.3524 -3.7261 0.2147
N -3.9408 -4.4709 -2.6668 -0.4557
H -2.0438 -4.0073 -5.0914 0.3083
H -1.8458 -4.2234 -6.8252 0.3611
H -2.7093 -2.8111 -6.2118 0.2862
H -3.6379 -5.7217 -5.9728 0.2922
H -4.2773 -4.5561 -7.1187 0.3120
H -5.7952 -4.7596 -5.1793 0.3075
H -5.1118 -3.1350 -5.2437 0.2753
```

## Properties
E_HOMO	-8.67	eV
structure (SMILES)	CCCCCC[C@@]1(CC(=O)F)C(=O)N[C@](CCCN)(CCCS(=O)(=O)O)[C@@H]1P(C)CC.CCCC#N
E_tot	-2360.62887	hartree

---

2.
Computed, not measured: 11 unconnected molecules or ions with the total composition C50H93O28P3 at a distorted geometry, with ωB97M-V/def2-TZVPD.

```
174
Properties=species:S:1:pos:R:3:mulliken_charge:R:1
C -2.8788 -4.8756 -6.4780 -0.7488
C -3.7235 -3.7208 -6.9681 -0.2180
O -2.8892 -2.5443 -7.2755 -0.3884
P -2.1157 -1.7969 -6.1069 0.7133
O -2.8545 -1.7178 -4.8193 -0.4110
O -0.6646 -2.5354 -5.9984 -0.4121
C -0.1341 -2.3626 -4.6585 0.4117
C 0.5221 -3.7293 -4.3236 -1.0668
O -1.7451 -0.4459 -6.7698 -0.2970
C -2.4325 0.7659 -6.5792 1.1267
C -1.4476 1.8805 -6.9053 -1.2705
H -3.4061 -5.8238 -6.3105 0.4115
H -2.1012 -5.1048 -7.2033 0.2854
H -2.3216 -4.6359 -5.5792 0.0109
H -4.3414 -3.8813 -7.8859 0.3062
H -4.2008 -3.4160 -6.0549 0.1738
H 0.5887 -1.5750 -4.7085 0.4297
H -0.9513 -2.2153 -3.9660 -0.0398
H -0.3469 -4.3887 -4.1180 0.2894
H 1.1734 -4.1901 -5.0809 0.4067
H 1.0505 -3.6042 -3.3682 -0.0571
H -3.3070 0.8290 -7.2447 0.3045
H -2.8389 0.8691 -5.6289 -0.8053
H -0.5060 1.7605 -6.3189 0.2207
H -1.1905 1.7328 -7.9905 0.4156
H -1.8436 2.8876 -6.7124 0.3509
C -0.9858 -3.4453 -0.7009 -0.0195
C -0.2282 -4.6911 -0.5422 -0.6222
O 0.1754 -4.7458 0.8314 -0.3428
P 1.5907 -4.1500 1.3086 -0.1481
O 2.1454 -3.1897 0.3589 0.3406
O 1.2016 -3.6707 2.7689 -0.4934
C 0.4591 -2.4640 2.9665 2.0514
C 0.3232 -2.2429 4.4504 -0.9274
O 2.6065 -5.3687 1.6206 -0.2682
C 2.3724 -6.4790 2.4901 -0.2094
C 3.2286 -7.6719 2.1212 -1.3394
H -1.5553 -3.4061 -1.6386 0.4393
H -1.7126 -3.2439 0.0943 0.1276
H -0.3408 -2.5554 -0.6242 -0.3327
H -0.8527 -5.5709 -0.7732 0.3900
H 0.6558 -4.7877 -1.2272 0.2223
H 0.9536 -1.6751 2.3805 -0.9458
H -0.5305 -2.6068 2.4859 -0.1630
H -0.1793 -3.1139 4.8887 0.3640
H 1.2798 -2.0883 4.9374 0.4221
H -0.2192 -1.3273 4.7096 -0.2400
H 2.6194 -6.2288 3.5370 0.2412
H 1.3352 -6.7331 2.4853 0.3691
H 2.8699 -8.1261 1.1943 0.3147
H 4.2677 -7.3580 2.0593 0.2977
H 3.1465 -8.3803 2.9497 0.3917
C -4.9737 -1.5080 0.5077 -0.8808
C -4.8674 -1.8249 1.9394 -0.2984
O -4.4750 -0.7221 2.7820 -0.3713
P -2.9862 -0.4888 3.2251 -0.7095
O -1.9569 -0.4423 2.1373 0.7713
O -2.9984 0.7467 4.1239 -0.3908
C -2.2172 1.9515 3.8191 0.0337
C -0.8658 1.9962 4.4507 -0.8228
O -2.7429 -1.7469 4.1307 0.1446
C -3.6759 -1.9449 5.1751 -0.1834
C -3.0090 -2.8040 6.2288 -1.3185
H -5.5514 -2.2556 0.0180 0.4837
H -5.5686 -0.6028 0.4915 0.3282
H -4.0389 -1.2280 0.0639 -0.2520
H -5.7903 -2.1741 2.3498 0.4861
H -4.0800 -2.5953 2.0958 0.2585
H -2.2192 2.0241 2.7178 -0.1242
H -2.8553 2.7658 4.1679 0.4141
H -0.9800 1.8019 5.5238 0.4128
H -0.1205 1.3342 4.0434 -0.2128
H -0.3333 2.9718 4.3684 0.4912
H -3.9309 -0.9976 5.6881 0.3306
H -4.5387 -2.4741 4.7669 0.1389
H -3.6686 -3.0657 7.0601 0.4321
H -2.6088 -3.7421 5.7996 0.2819
H -2.2255 -2.2463 6.7134 0.2830
O -6.5448 1.9978 -1.8878 -0.6392
C -5.5141 1.4412 -1.9309 0.1707
O -4.5837 1.5812 -0.9480 -0.4448
C -3.2956 1.0921 -1.3906 1.8784
C -3.6193 0.1666 -2.5614 0.7498
C -4.9529 0.6560 -3.0793 -0.3785
H -2.7910 0.6000 -0.5489 -0.6302
H -2.7436 1.9775 -1.7146 -0.8582
H -3.6727 -0.8885 -2.3194 0.5508
H -2.7948 0.2263 -3.2806 -0.5981
H -5.6414 -0.1938 -3.3033 0.4460
H -4.8869 1.2560 -3.9746 0.0457
O -1.2531 3.8010 1.0933 -0.4058
C -2.1662 4.3079 0.4956 -0.4535
O -2.1003 4.4717 -0.8602 0.7378
C -3.2416 5.3310 -1.1914 -0.8430
C -4.2852 5.1123 -0.1459 -0.6014
C -3.4505 4.7516 1.0575 -0.2725
H -3.6001 5.0817 -2.1620 0.4297
H -2.8252 6.3498 -1.1996 0.3551
H -4.9330 4.2926 -0.4884 0.0475
H -4.9296 5.9739 0.0214 0.4603
H -3.9018 3.9027 1.5634 0.0917
H -3.4105 5.5632 1.7863 0.3927
O 5.1664 0.8097 0.3122 -0.5562
C 5.4756 1.0673 1.4192 0.4720
O 5.1370 2.2413 1.9768 -0.3299
C 5.7059 2.3049 3.3361 0.2677
C 6.9180 1.3891 3.2316 -0.8041
C 6.3973 0.2892 2.3230 -0.3839
H 4.8569 1.9673 3.9165 -0.3798
H 6.0193 3.3377 3.6638 0.3090
H 7.2131 1.1574 4.2566 0.3795
H 7.7664 1.9349 2.8625 0.3116
H 5.8913 -0.4692 2.9689 0.2058
H 7.1068 -0.2945 1.7231 0.3865
O -0.5598 0.4512 -2.3742 -0.4249
C 0.0593 0.4820 -1.3261 -0.0161
O 1.2546 -0.1175 -1.0982 -0.1407
C 1.8089 0.2039 0.1724 -0.2409
C 0.6924 0.8860 0.9217 0.7482
C -0.2635 1.3432 -0.1266 2.8613
H 2.7583 0.7099 -0.0375 -0.1321
H 2.0046 -0.7499 0.6384 0.3678
H 1.0208 1.6719 1.5867 0.0404
H 0.3340 0.1111 1.5675 -0.7034
H -0.0926 2.3880 -0.3770 -1.2392
H -1.2815 1.1764 0.2262 -1.0822
O 2.6487 0.5343 4.0702 -0.0847
C 2.8144 0.6767 5.2196 0.2916
O 4.0262 0.3494 5.8541 -0.4181
C 3.9417 0.5860 7.2719 -0.5178
C 2.4867 0.5110 7.5951 -0.7106
C 1.8010 1.0044 6.3531 0.1114
H 4.3309 1.5748 7.5476 0.2618
H 4.4449 -0.1611 7.8580 0.3647
H 2.1757 1.1291 8.4462 0.3386
H 2.2032 -0.5515 7.7616 0.2747
H 1.5711 2.0637 6.3999 0.4078
H 0.8814 0.4497 6.1482 -0.2856
O 4.2253 -1.0874 -3.7565 -0.5766
C 4.6939 -1.5401 -2.7675 0.2885
O 5.9584 -2.0911 -2.7607 -0.4492
C 6.4055 -2.3293 -1.4268 -0.4463
C 5.1545 -2.4583 -0.5892 -0.2416
C 4.1304 -1.6306 -1.3500 1.9461
H 7.0541 -1.4978 -1.1488 0.1864
H 6.9757 -3.2443 -1.4519 0.3629
H 5.3343 -2.1108 0.4576 0.0562
H 4.8323 -3.4830 -0.5607 0.2806
H 4.0092 -0.6208 -1.0070 -0.7557
H 3.1660 -2.0602 -1.3798 -0.4104
O -2.7359 2.7833 -4.0263 -0.4339
C -1.8398 3.5678 -4.0524 0.0062
O -2.1062 4.8666 -4.1306 -0.3845
C -0.9489 5.6677 -3.9874 -0.2542
C 0.2217 4.7564 -4.4153 -0.6225
C -0.3329 3.3852 -3.9770 1.6324
H -0.8160 5.9487 -2.9372 0.0089
H -0.9464 6.5434 -4.6599 0.4281
H 1.1459 5.0995 -3.9361 0.2100
H 0.3074 4.8643 -5.5141 0.3671
H -0.0778 3.3676 -2.9247 -1.4486
H -0.0453 2.4889 -4.5122 0.2977
O 0.3682 6.4352 -0.3051 -0.6617
C 1.0947 5.4823 -0.3393 0.3534
O 1.2151 4.6506 -1.4168 0.0209
C 2.2597 3.6845 -1.2460 -0.1394
C 3.1228 4.1512 -0.0420 -0.2535
C 2.0613 4.9277 0.7151 -0.1255
H 2.7514 3.6474 -2.2487 0.4381
H 1.8922 2.6984 -0.9490 -0.3224
H 3.8405 4.9244 -0.3647 0.3881
H 3.6843 3.4137 0.5193 -0.0483
H 2.4247 5.7071 1.3534 0.6037
H 1.5006 4.2130 1.3515 -0.2710
```

## Properties
E_HOMO	-9.31	eV
structure (SMILES)	CCOP(=O)(OCC)OCC.CCOP(=O)(OCC)OCC.CCOP(=O)(OCC)OCC.O=C1CCCO1.O=C1CCCO1.O=C1CCCO1.O=C1CCCO1.O=C1CCCO1.O=C1CCCO1.O=C1CCCO1.O=C1CCCO1
E_tot	-5092.16301	hartree

---

- Which of these has the highest E_HOMO?
  C25H47FN3O5PS